Entry 1:
Density functional theory data (wB97M-V/def2-TZVPD) for an isolated molecule of C26H33FN6O5.

Atoms and positions in Å:
C 2.325 4.426 0.959
C 1.091 4.741 0.129
O 0.006 4.000 0.660
C -1.178 4.015 -0.102
H -1.453 5.046 -0.363
C -1.106 3.163 -1.378
H -2.113 3.085 -1.789
H -0.484 3.665 -2.120
C -0.509 1.773 -1.128
N -1.413 0.877 -0.431
C -1.257 0.412 0.820
O -1.926 -0.506 1.267
C -0.223 1.096 1.731
N 1.064 0.489 1.592
N 1.615 -0.257 2.512
N 2.755 -0.645 2.067
C 2.890 -0.113 0.834
N 1.819 0.617 0.517
C 4.015 -0.286 -0.031
C 4.239 0.213 -1.291
C 5.506 -0.267 -1.676
C 5.967 -1.023 -0.632
O 5.066 -1.036 0.365
C 7.232 -1.781 -0.452
H 7.022 -2.842 -0.318
H 7.758 -1.432 0.435
H 7.867 -1.650 -1.322
H 6.011 -0.081 -2.602
H 3.573 0.836 -1.852
H -0.143 2.168 1.533
H -0.538 0.916 2.762
C -2.414 0.235 -1.290
C -3.762 0.071 -0.631
C -4.595 -0.990 -0.967
C -5.855 -1.106 -0.408
C -6.278 -0.143 0.489
C -5.481 0.936 0.824
C -4.228 1.039 0.252
H -3.603 1.882 0.504
H -5.844 1.677 1.518
F -7.505 -0.250 1.039
H -6.504 -1.929 -0.659
H -4.264 -1.732 -1.677
H -2.549 0.899 -2.153
C -1.778 -1.051 -1.863
O -1.265 -1.030 -2.967
N -1.790 -2.117 -1.057
H -2.172 -2.045 -0.121
C -1.187 -3.370 -1.447
H -0.564 -3.176 -2.323
H -1.970 -4.089 -1.715
C -0.356 -3.986 -0.319
C 0.610 -3.001 0.376
H 0.571 -2.020 -0.096
H 1.635 -3.366 0.318
C 0.119 -2.973 1.828
H 0.929 -2.885 2.547
H -0.585 -2.157 1.981
C -0.626 -4.302 1.932
H -1.407 -4.310 2.691
H 0.075 -5.130 2.121
O -1.246 -4.469 0.676
H 0.204 -4.836 -0.742
H 0.423 1.864 -0.573
H -0.272 1.307 -2.090
H -1.944 3.615 0.570
H 0.855 5.814 0.172
H 1.269 4.468 -0.919
H 2.137 4.654 2.005
H 3.167 5.016 0.610
H 2.572 3.370 0.870

Properties
- total charge = 0
- SMILES string = CCOCCCN(C(=O)Cn1nnc(-c2ccc(C)o2)n1)[C@@H](C(=O)NC[C@H]1CCCO1)c1ccc(F)cc1
- ΔE to the lowest compared entry with this formula, charge and spin (eV) = 0.115
- F_max (eV/Å) = 1.45
- E_HOMO (eV) = -8.340
- HOMO-LUMO gap (eV) = 8.97

=====

Entry 2:
Density functional theory data (wB97M-V/def2-TZVPD) for an isolated molecule of C26H33N3O5.

Atoms and positions in Å:
C 4.951 -1.435 3.995
C 3.829 -2.283 3.415
H 3.949 -2.382 2.332
H 3.799 -3.270 3.880
O 2.548 -1.706 3.688
C 2.125 -0.742 2.874
O 2.732 -0.360 1.905
C 0.768 -0.216 3.292
H 0.527 0.637 2.650
C 0.756 0.214 4.763
C -0.652 0.644 5.163
C -1.643 -0.485 4.885
N -1.584 -0.869 3.489
C -2.607 -0.523 2.663
O -3.607 0.036 3.071
C -2.461 -0.894 1.221
C -2.372 -2.221 0.814
C -2.284 -2.530 -0.532
C -2.300 -1.526 -1.491
C -2.424 -0.203 -1.081
C -2.509 0.111 0.261
H -2.616 1.138 0.577
H -2.463 0.582 -1.823
C -2.088 -1.835 -2.952
N -0.784 -1.336 -3.365
C -0.679 -0.081 -3.856
C 0.325 0.889 -3.956
N 1.596 1.025 -3.542
C 2.143 0.171 -2.508
H 1.779 -0.849 -2.642
C 1.782 0.726 -1.130
H 2.197 0.097 -0.342
C 2.328 2.151 -0.992
C 1.933 2.743 0.357
H 0.850 2.819 0.435
H 2.356 3.737 0.479
H 2.297 2.106 1.158
C 1.828 3.016 -2.152
H 2.285 4.005 -2.107
C 2.150 2.366 -3.501
H 1.726 2.949 -4.318
H 3.233 2.290 -3.637
H 0.745 3.141 -2.074
H 3.422 2.101 -1.041
H 0.693 0.739 -1.021
H 3.231 0.160 -2.628
C -0.550 1.784 -4.740
O -0.410 2.864 -5.266
C -1.649 0.755 -4.577
O -2.829 0.662 -4.831
H -0.013 -1.688 -2.812
H -2.120 -2.914 -3.129
H -2.842 -1.345 -3.570
H -2.208 -3.564 -0.839
H -2.378 -3.010 1.552
C -0.285 -1.322 3.069
H -0.307 -1.599 2.014
H -0.004 -2.199 3.664
H -2.665 -0.166 5.094
H -1.401 -1.359 5.499
H -0.679 0.901 6.222
H -0.947 1.525 4.590
H 1.459 1.035 4.913
H 1.075 -0.627 5.381
H 4.970 -0.462 3.512
H 4.805 -1.297 5.064
H 5.904 -1.930 3.829

Properties
- total charge = 0
- SMILES string = CCOC(=O)[C@@H]1CCCN(C(=O)c2ccc(CNc3c(N4CCC(C)CC4)c(=O)c3=O)cc2)C1
- ΔE to the lowest compared entry with this formula, charge and spin (eV) = 1.135
- F_max (eV/Å) = 0.80
- E_HOMO (eV) = -7.778
- HOMO-LUMO gap (eV) = 8.13

=====

Entry 3:
Density functional theory data (wB97M-V/def2-TZVPD) for a structure of composition C26H33N5O3Pt.

Atoms and positions in Å:
Pt 0.080 0.305 0.124
C 2.195 -1.409 -1.528
N 1.786 -0.003 -1.651
C 2.928 0.877 -1.307
C 3.013 1.236 0.180
C 2.231 2.495 0.530
N 0.787 2.390 0.270
C 0.120 3.480 0.284
C -1.297 3.677 0.093
C -1.788 4.970 0.199
C -3.144 5.252 0.062
C -4.069 4.216 -0.168
C -3.639 2.928 -0.269
C -2.235 2.602 -0.192
O -1.883 1.423 -0.428
C 1.215 0.258 -2.997
C -0.297 0.473 -3.014
C -1.133 -0.731 -2.594
N -0.929 -1.135 -1.205
C -1.716 -1.976 -0.662
C -1.510 -2.603 0.628
C -2.459 -3.506 1.081
C -2.269 -4.241 2.246
C -1.074 -4.111 2.982
C -0.098 -3.259 2.559
C -0.277 -2.444 1.389
O 0.646 -1.657 1.053
H 3.010 -1.634 -2.224
H 1.359 -2.067 -1.754
H 2.534 -1.619 -0.517
H 2.853 1.796 -1.890
H 3.862 0.389 -1.602
H 4.054 1.411 0.454
H 2.665 0.395 0.785
H 2.637 3.335 -0.041
H 2.378 2.724 1.590
H 0.677 4.404 0.465
H -1.097 5.778 0.404
H -3.487 6.274 0.144
H -5.121 4.448 -0.268
H -4.319 2.106 -0.448
H 1.470 -0.573 -3.662
H 1.673 1.152 -3.420
H -0.590 0.727 -4.035
H -0.542 1.330 -2.390
H -0.866 -1.581 -3.230
H -2.192 -0.519 -2.772
H -2.585 -2.338 -1.222
H -3.361 -3.644 0.498
H -3.025 -4.939 2.576
H -0.925 -4.702 3.876
H 0.842 -3.163 3.087
N -0.575 0.640 2.314
C -0.453 0.423 3.449
N -0.318 0.232 4.726
C 0.705 0.946 5.507
C 1.585 -0.090 6.199
O 0.792 -0.951 6.986
C -0.135 -1.682 6.216
C -1.101 -0.744 5.494
H 0.201 1.553 6.262
H 1.286 1.592 4.852
H 2.291 0.398 6.868
H 2.140 -0.662 5.442
H -0.682 -2.322 6.906
H 0.390 -2.306 5.478
H -1.697 -0.203 6.232
H -1.761 -1.295 4.827

Properties
- total charge = +2
- 2S+1 = 5
- expectation value of S² = 6.10
- ΔE to the lowest compared entry with this formula, charge and spin (eV) = 0.999
- F_max (eV/Å) = 0.88
- E_HOMO (spin up / spin down) (eV) = -13.403 / -14.173
- HOMO-LUMO gap (spin up / spin down) (eV) = 7.79 / 5.96

=====

Entry 4:
Density functional theory data (wB97M-V/def2-TZVPD) for a structure of composition C26H34F7N9O3PRuS2.

Atoms and positions in Å:
Ru 1.592 -1.422 1.192
C 4.632 -4.741 0.761
C 3.733 -3.578 0.482
N 2.466 -3.569 0.555
N 1.761 -4.680 0.872
C 0.426 -4.546 0.850
N -0.305 -5.626 1.078
S -0.277 -3.037 0.523
C 4.260 -2.254 0.086
C 5.539 -2.057 -0.369
C 5.967 -0.766 -0.652
C 5.087 0.285 -0.494
C 3.805 0.015 -0.056
N 3.395 -1.228 0.222
H 4.217 -5.388 1.536
H 5.599 -4.395 1.120
H 4.796 -5.340 -0.141
H 2.215 -5.550 1.103
H 0.099 -6.538 1.224
H -1.309 -5.554 1.062
H 6.206 -2.898 -0.497
H 6.982 -0.589 -0.982
H 5.382 1.305 -0.692
H 3.089 0.807 0.099
C -3.496 4.464 0.309
C -1.997 4.334 0.089
N -1.546 2.921 -0.033
C -1.183 2.265 1.064
C -0.556 1.042 1.063
C -0.421 0.355 2.369
O -0.772 0.909 3.388
O -0.019 -0.914 2.311
C -0.135 0.510 -0.177
O 0.778 -0.371 -0.341
C -0.774 1.067 -1.355
C -0.724 0.407 -2.591
C -1.382 0.916 -3.666
F -1.294 0.257 -4.834
C -2.118 2.119 -3.610
C -2.143 2.776 -2.390
C -1.487 2.266 -1.267
N -2.832 2.628 -4.705
C -2.863 4.063 -4.975
C -4.302 4.507 -5.229
N -5.054 3.381 -5.909
C -4.133 2.566 -6.779
C -3.140 1.816 -5.891
H -3.765 5.521 0.356
H -3.793 4.001 1.252
H -4.074 3.996 -0.492
H -1.457 4.766 0.926
H -1.667 4.857 -0.805
H -1.376 2.751 2.014
H -0.158 -0.510 -2.693
H -2.714 3.690 -2.299
H -2.236 4.291 -5.842
H -2.460 4.632 -4.145
H -4.329 5.377 -5.879
H -4.832 4.744 -4.310
H -5.826 3.759 -6.454
H -5.457 2.767 -5.203
H -3.649 3.260 -7.460
H -4.718 1.867 -7.368
H -2.265 1.588 -6.501
H -3.571 0.871 -5.568
C -0.173 -4.076 6.750
N -0.103 -2.613 6.706
C -0.370 -1.842 5.667
N -0.373 -0.528 5.796
S -0.750 -2.541 4.113
H -1.025 -4.396 7.345
H 0.740 -4.472 7.189
H -0.280 -4.469 5.743
H 0.115 -2.151 7.576
H 0.001 -0.096 6.629
H -0.506 0.060 4.977
F 2.464 -2.309 2.917
P 3.402 -1.122 3.827
F 4.142 0.052 4.540
F 2.452 -0.058 2.916
F 4.158 -2.308 4.526
F 4.449 -1.136 2.629
F 2.237 -1.159 4.898

Properties
- total charge = +3
- ΔE to the lowest compared entry with this formula, charge and spin (eV) = 2.878
- F_max (eV/Å) = 2.14
- E_HOMO (spin up / spin down) (eV) = -14.096 / -14.149
- HOMO-LUMO gap (spin up / spin down) (eV) = 4.40 / 4.46